(1)
{
  "formula": "C17H30N7OReSe",
  "method": "ωB97M-V/def2-TZVPD",
  "fmax_ev_per_a": 0.1,
  "total_energy_ev": -98044.63356,
  "gap_ev": [8.03, 5.73],
  "multiplicity": 4,
  "charge": 3,
  "species": ["Re", "C", "C", "N", "C", "C", "N", "C", "C", "C", "N", "C", "C", "N", "C", "H", "H", "H", "H", "H", "H", "H", "H", "H", "H", "H", "H", "H", "H", "H", "H", "H", "H", "H", "H", "H", "H", "H", "H", "Se", "C", "N", "N", "C", "O", "C", "C", "C", "N", "C", "C", "H", "H", "H", "H", "H", "H"],
  "coordinates": [[-0.2152, -0.6469, 0.4655], [2.9284, 0.7308, 1.0147], [2.6742, -0.4804, 1.8828], [1.6635, -1.4390, 1.2944], [1.3301, -2.4542, 2.3520], [0.2553, -1.8672, 3.2422], [-0.8998, -1.4996, 2.3675], [-2.0267, -0.8464, 3.0975], [-3.2217, -0.6807, 2.1700], [-3.1442, 0.5523, 1.2939], [-2.0277, 0.5636, 0.2608], [-1.5508, 1.9796, 0.0646], [-0.6055, 2.3404, 1.1910], [0.4459, 1.2686, 1.3591], [1.8375, 1.8022, 1.0768], [3.1313, 0.3809, 0.0027], [3.8612, 1.1962, 1.3358], [2.3315, -0.1986, 2.8794], [3.5959, -1.0462, 2.0191], [2.1351, -1.9317, 0.5265], [2.2267, -2.6991, 2.9213], [0.9834, -3.3652, 1.8649], [0.5891, -0.9698, 3.7656], [-0.0670, -2.5816, 4.0007], [-1.2789, -2.3987, 2.0669], [-1.6808, 0.1121, 3.4932], [-2.2797, -1.4765, 3.9514], [-4.1238, -0.5829, 2.7762], [-3.3765, -1.5892, 1.5762], [-3.0021, 1.4265, 1.9272], [-4.0766, 0.7043, 0.7509], [-2.4607, 0.2786, -0.6169], [-2.4076, 2.6546, 0.0501], [-1.0554, 2.0475, -0.9019], [-1.1335, 2.4484, 2.1380], [-0.1263, 3.2971, 0.9875], [0.4612, 1.0598, 2.3566], [2.0561, 2.5085, 1.8792], [1.7846, 2.3787, 0.1547], [-0.8638, -2.9144, -0.4529], [0.8224, -2.9633, -1.1929], [1.9260, -2.8533, -1.5103], [-0.1107, 0.8812, -6.6811], [0.8367, 1.0016, -5.7407], [1.9670, 1.3853, -5.9232], [0.4660, 0.6282, -4.3031], [1.4234, 0.9357, -3.3433], [1.2095, 0.5964, -2.0303], [0.0996, -0.0437, -1.5964], [-0.8280, -0.3452, -2.5396], [-0.6864, -0.0233, -3.8707], [0.1393, 1.1191, -7.6301], [-1.0551, 0.5931, -6.5054], [2.3388, 1.4233, -3.6553], [1.9540, 0.8293, -1.2945], [-1.6955, -0.9054, -2.2189], [-1.4737, -0.3214, -4.5497]]
}

***

(2)
{
  "formula": "C6H7N",
  "method": "ωB97M-V/def2-TZVPD",
  "fmax_ev_per_a": 1.6,
  "total_energy_ev": -7825.38972,
  "gap_ev": 8.98,
  "species": ["N", "C", "C", "C", "C", "C", "C", "H", "H", "H", "H", "H", "H", "H"],
  "coordinates": [[-1.4512, 0.6435, 1.6939], [-0.5403, 0.2943, 0.7165], [-0.6203, -0.9926, 0.1820], [0.2557, -1.4146, -0.8478], [1.0823, -0.5112, -1.4501], [1.1683, 0.7730, -0.9032], [0.4689, 1.1543, 0.2138], [-1.5633, 1.5683, 2.0252], [-1.9626, -0.1269, 2.0931], [-1.4275, -1.6548, 0.4597], [0.1472, -2.4290, -1.1932], [1.6042, -0.5916, -2.3934], [1.8325, 1.4676, -1.4032], [0.7252, 2.0489, 0.7678]]
}

***

(3)
{
  "formula": "CH4N2S",
  "method": "ωB97M-V/def2-TZVPD",
  "fmax_ev_per_a": 4.5,
  "total_energy_ev": -14910.42959,
  "gap_ev": [8.51, 8.51],
  "species": ["C", "N", "N", "S", "H", "H", "H", "H"],
  "coordinates": [[-0.6743, 0.5439, -0.2123], [-0.5614, -0.7581, -0.6241], [0.2981, -0.3635, 0.2806], [2.0979, -0.3728, -0.0319], [-0.4343, 1.2089, -0.9986], [-1.3627, 0.8138, 0.5856], [-1.8163, -1.9118, 0.4505], [2.4531, 0.8396, 0.5501]]
}

***

(4)
{
  "formula": "C6H7FN2O",
  "method": "ωB97M-V/def2-TZVPD",
  "fmax_ev_per_a": 4.0,
  "total_energy_ev": -14077.95787,
  "gap_ev": [7.28, 7.28],
  "species": ["C", "C", "C", "C", "C", "C", "N", "N", "O", "F", "H", "H", "H", "H", "H", "H", "H"],
  "coordinates": [[-1.4087, -0.2730, 0.8809], [-0.3946, -0.8411, 0.1768], [-1.9792, 0.9465, 0.3834], [2.1081, 0.7483, 0.1165], [-0.3720, 1.2035, -1.3068], [0.2048, -0.1173, -0.8779], [-1.5737, 1.5937, -0.6347], [2.9030, -0.2071, 0.5228], [2.0842, 1.9353, 0.0612], [0.8561, -0.8445, -1.8410], [-1.8609, -0.7693, 1.7245], [-0.0316, -1.8362, 0.3967], [-2.8736, 1.3301, 0.8592], [0.3610, 2.0186, -1.1050], [-0.5577, 1.2235, -2.3892], [2.6599, -1.1672, 0.3393], [3.8310, -0.0178, 0.8903]]
}

***

(5)
{
  "formula": "C3H11NS2",
  "method": "ωB97M-V/def2-TZVPD",
  "fmax_ev_per_a": 1.4,
  "total_energy_ev": -26449.21206,
  "gap_ev": 9.38,
  "species": ["C", "S", "S", "H", "H", "H", "H", "C", "N", "C", "H", "H", "H", "H", "H", "H", "H"],
  "coordinates": [[-1.5457, -0.3841, -3.9172], [-0.3167, 0.5000, -2.8679], [1.1014, -0.9888, -2.5608], [-2.3798, -0.5499, -3.2371], [-1.1243, -1.3040, -4.2847], [-1.9248, 0.2755, -4.6885], [1.9580, -0.4797, -3.4465], [0.1420, 1.2652, 1.8014], [0.8808, 0.6920, 2.9630], [0.4553, -0.6808, 3.2162], [-0.9378, 1.3140, 1.9731], [0.5650, 2.2505, 1.6695], [0.2950, 0.6116, 0.9411], [1.8111, 0.6203, 2.5556], [0.9818, -1.0695, 4.0790], [0.6426, -1.3289, 2.3512], [-0.6038, -0.7435, 3.4526]]
}

***

(6)
{
  "formula": "C29H36Br3F21O14",
  "method": "ωB97M-V/def2-TZVPD",
  "fmax_ev_per_a": 4.7,
  "total_energy_ev": -326515.93065,
  "gap_ev": 10.09,
  "species": ["C", "Br", "Br", "Br", "H", "C", "C", "O", "C", "O", "C", "F", "F", "F", "H", "H", "H", "H", "H", "C", "C", "O", "C", "O", "C", "F", "F", "F", "H", "H", "H", "H", "H", "C", "C", "O", "C", "O", "C", "F", "F", "F", "H", "H", "H", "H", "H", "C", "C", "O", "C", "O", "C", "F", "F", "F", "H", "H", "H", "H", "H", "C", "C", "O", "C", "O", "C", "F", "F", "F", "H", "H", "H", "H", "H", "C", "C", "O", "C", "O", "C", "F", "F", "F", "H", "H", "H", "H", "H", "C", "C", "O", "C", "O", "C", "F", "F", "F", "H", "H", "H", "H", "H"],
  "coordinates": [[-0.2522, 5.4438, -4.6553], [-0.8254, 5.2434, -2.7885], [1.0024, 3.9902, -4.9624], [0.4942, 7.2064, -5.0857], [-1.0749, 5.2783, -5.3373], [-4.3861, 2.5039, -1.6143], [-5.1473, 2.7850, -2.8980], [-4.4086, 2.1310, -3.9617], [-3.5353, 2.8343, -4.6292], [-3.2787, 4.0021, -4.4977], [-2.6999, 2.0068, -5.6334], [-1.4944, 1.7956, -5.0917], [-3.2587, 0.8153, -5.8414], [-2.5419, 2.6473, -6.7773], [-4.4236, 1.4390, -1.3909], [-4.8523, 3.0157, -0.7647], [-3.3646, 2.8744, -1.5154], [-5.2248, 3.8207, -3.2209], [-6.1105, 2.2953, -2.7888], [0.2213, 2.7806, 6.3067], [1.6223, 2.6186, 6.8406], [2.3620, 1.6781, 6.0824], [3.4832, 1.1646, 6.5733], [3.8709, 1.4331, 7.6755], [4.1827, 0.1552, 5.6622], [5.4799, 0.3983, 5.5881], [3.9607, -1.0888, 6.0633], [3.6891, 0.2390, 4.4006], [0.2042, 3.2675, 5.3318], [-0.4608, 3.3515, 6.9358], [-0.2392, 1.7972, 6.2110], [1.7128, 2.4725, 7.9173], [2.1330, 3.5784, 6.6863], [2.5068, 6.7922, 0.3572], [2.9417, 5.4563, -0.2395], [2.6736, 4.3973, 0.6684], [3.6721, 4.0615, 1.4995], [4.7730, 4.5213, 1.4734], [3.2821, 2.8709, 2.4063], [4.3081, 2.0525, 2.5533], [2.9477, 3.4241, 3.5904], [2.2483, 2.2023, 1.9173], [2.6772, 7.5535, -0.4021], [2.9875, 7.0646, 1.2980], [1.4575, 6.6811, 0.6404], [3.9863, 5.4887, -0.5496], [2.3929, 5.4001, -1.1809], [-0.8513, -6.3572, 3.2485], [-1.5206, -5.9943, 1.9062], [-2.4360, -4.9407, 2.1804], [-3.7165, -5.2497, 2.3952], [-4.1592, -6.3575, 2.3869], [-4.5301, -3.9610, 2.6920], [-5.7008, -4.0020, 2.0539], [-4.8090, -3.9307, 4.0043], [-3.8480, -2.8767, 2.3490], [0.0593, -6.9361, 3.0972], [-1.5328, -6.9908, 3.8207], [-0.6551, -5.4715, 3.8487], [-2.0070, -6.8406, 1.4265], [-0.7184, -5.6527, 1.2589], [-5.1665, -8.0560, -4.5049], [-5.3839, -6.8775, -3.5540], [-4.1075, -6.2118, -3.3870], [-3.8544, -5.6829, -2.2014], [-4.6932, -5.4877, -1.3669], [-2.4345, -5.1122, -2.0272], [-2.1468, -4.9647, -0.7514], [-1.5253, -5.9091, -2.6025], [-2.3350, -3.9317, -2.6546], [-4.4266, -8.7593, -4.1200], [-4.6720, -7.6880, -5.4069], [-6.1088, -8.5729, -4.6642], [-5.5173, -7.3441, -2.5782], [-6.1396, -6.1732, -3.8834], [7.3143, 1.2564, -0.6929], [6.0994, 0.3089, -0.7722], [5.1825, 0.7385, -1.7540], [3.9544, 1.1252, -1.4123], [3.5898, 1.3467, -0.2985], [3.0494, 1.4452, -2.6279], [1.9077, 0.7547, -2.6305], [2.7320, 2.7308, -2.4744], [3.6446, 1.1912, -3.7913], [7.9037, 1.1801, -1.6077], [8.0131, 0.7473, -0.0200], [7.0775, 2.2551, -0.3455], [5.6385, 0.1894, 0.2112], [6.4488, -0.7049, -0.9754], [-0.0305, 2.0925, -0.8541], [0.2280, 0.6418, -1.2245], [-0.1037, -0.2230, -0.1216], [0.5762, -1.3558, -0.0038], [1.5053, -1.6450, -0.6980], [0.0932, -2.2190, 1.1649], [1.0988, -2.5953, 1.9448], [-0.8424, -1.6221, 1.8951], [-0.4508, -3.3547, 0.6853], [0.5204, 2.2423, 0.0812], [-1.0486, 2.2400, -0.4814], [0.2519, 2.8368, -1.5872], [1.2942, 0.5027, -1.3899], [-0.4051, 0.2865, -2.0373]]
}